1.
The following is a quantum chemistry calculation of a structure of composition C45H63AsBN7OS3Ti, from the OMol25 dataset.

Summary:
E, eV: -177296.0316
LUMO, eV: -5.8
Charge: +2
F_max, hartree/bohr: 0.0447

Each line ends with the Mulliken charge.
Element x y z (Å)
H1 4.9128 -1.6229 -2.3503  0.580
C1 2.2243 -2.1888 1.3688  -1.082
H2 -2.1004 -2.2193 -2.9523  0.178
C2 3.3936 3.4751 2.3916  -0.110
C3 4.8169 -0.9289 -1.5181  -1.465
H3 6.4240 -0.2694 -3.4850  0.429
H4 0.2535 2.2519 5.8398  0.406
N1 2.6608 -0.0138 0.5236  1.999
S1 -1.1240 -1.0621 0.6266  -0.598
C4 5.8208 2.5279 3.3107  -0.726
H5 -0.2149 4.0947 -4.8765  0.489
C5 0.7693 1.4004 5.4025  -1.413
N2 -0.9993 2.8671 0.0875  0.645
H6 0.2076 5.7835 -0.7239  0.587
N3 -1.1653 0.7883 4.0254  0.513
C6 -3.0193 1.2729 2.9523  -1.419
C7 4.0779 2.5098 1.6378  1.346
H7 -5.1051 -0.2788 -2.0094  0.602
N4 -2.7234 0.9592 -0.1878  0.770
C8 5.3534 2.1071 2.0731  -0.268
H8 -3.0401 -3.2856 0.5261  0.452
H9 1.4053 4.2595 2.6607  0.531
C9 5.5500 3.6954 5.5094  -1.686
C10 -0.2290 0.2942 5.0506  1.214
H10 5.0475 -1.8662 3.9562  0.526
H11 1.1304 -0.6508 3.6368  0.029
H12 1.4811 1.0242 6.1312  0.479
H13 3.7961 -3.9865 3.7539  0.450
H14 -1.6966 -3.2236 -0.6263  0.370
C11 6.4105 1.8658 -3.4860  0.542
H15 -4.2511 2.1317 -1.1099  0.748
C12 0.4781 -0.9323 4.4646  -1.383
C13 6.0278 0.6205 -3.0166  -0.997
C14 2.5100 -3.2425 2.2125  -1.095
C15 4.2617 -1.9627 3.2234  -1.048
H16 -1.6624 -0.9417 6.1274  0.505
H17 -3.7409 -1.8122 -3.4575  0.376
C16 4.6019 1.6039 -1.3348  0.634
H18 5.1075 4.2332 -0.1430  0.410
S2 0.7309 1.3770 2.1456  0.407
H19 6.2216 2.9282 5.8840  0.429
H20 1.9210 -4.1458 2.1512  0.517
N5 -1.9663 1.5388 2.1206  0.688
C17 -0.3596 2.6432 -1.0811  -0.199
C18 -2.4483 -0.3640 -0.2108  0.119
C19 5.1293 0.4702 -1.9660  0.834
C20 6.2716 1.2637 1.2379  -1.091
O1 1.3292 -1.4264 -1.6548  -0.126
H21 -0.2849 -0.3922 7.0670  0.449
H22 2.4116 2.7827 -2.4856  1.048
C21 5.0742 3.3518 4.1378  0.545
C22 3.8902 3.8618 3.6304  -0.590
H23 3.4913 4.0712 -0.8376  -0.148
H24 2.1138 -1.4442 -2.2249  0.130
H25 2.4586 5.2125 1.6183  0.619
As1 3.1385 1.6825 0.0521  1.773
S3 -0.1786 1.1119 -1.8192  -0.411
H26 -1.2353 4.6388 1.2608  0.787
H27 -0.2539 -1.6525 4.1021  0.391
H28 -1.5713 0.7391 6.7033  0.526
C23 7.3174 2.0306 -4.6587  -1.595
C24 4.5607 4.1245 -1.0826  -1.248
H29 -3.0953 2.8887 0.7929  -0.147
C25 -3.5758 -2.4021 -1.3698  1.231
H30 8.2059 2.5914 -4.3733  0.363
H31 6.2155 3.9697 -3.1606  0.521
H32 1.7604 3.7053 1.0047  -0.702
H33 7.6215 1.0706 -5.0638  0.375
C26 5.0205 2.8742 -1.7794  0.662
C27 1.7386 3.0063 -3.3172  -2.543
H34 1.2968 2.0796 -3.6708  0.422
C28 0.6743 4.0339 -2.9147  1.338
H35 1.3292 1.7337 4.5320  0.209
H36 -3.0542 0.5285 5.0118  0.650
H37 -4.0323 1.4303 2.6487  0.712
H38 0.5612 6.2115 -2.8292  0.475
H39 2.0889 5.5261 -2.2396  0.445
B1 -2.2132 2.1003 0.7110  -0.100
H40 6.9612 0.7002 1.8632  0.540
N6 0.1725 3.7958 -1.5461  0.968
C29 1.2959 5.4249 -2.9756  -2.116
C30 -4.2512 -0.0375 -1.4170  -0.630
H41 1.0863 -1.4120 5.2245  0.577
C31 -0.1172 4.7712 -0.6260  -0.635
H42 5.7163 0.5712 0.6101  -0.294
N7 -3.3886 -0.9966 -0.9483  0.509
C32 2.1732 4.1953 1.8905  -0.900
H43 -2.9880 -4.3929 -0.8424  0.585
C33 3.9777 -0.8939 2.3957  -0.370
Ti1 0.9180 0.1740 0.1040  -0.724
H44 -1.0086 2.9667 -3.7844  0.354
C34 -0.5358 3.9449 -3.8508  -1.749
C35 -3.8383 1.1583 -0.9566  -1.323
C36 -3.1508 -2.4844 -2.8393  -1.409
H45 6.8660 1.9105 0.5893  0.357
C37 5.9064 2.9872 -2.8348  -1.093
C38 -2.5281 0.8159 4.1279  -0.425
H46 1.4219 -2.2948 0.6319  0.693
H47 4.5197 0.0296 2.5032  0.535
H48 -5.4324 -2.4385 -0.2408  0.387
C39 3.5476 -3.1465 3.1263  -0.854
C40 -5.0603 -2.7578 -1.2122  -1.742
C41 -1.0018 -0.0979 6.3078  -2.282
H49 5.5328 -1.2399 -0.7543  0.339
H50 6.8089 2.5915 -5.4420  0.351
C42 -0.8276 4.2006 0.3738  -1.385
C43 2.9770 -0.9966 1.4239  1.210
H51 0.6586 -1.9582 -2.1055  0.161
H52 3.8165 -1.0009 -1.0903  -0.817
H53 3.3424 4.5842 4.2155  0.586
H54 6.0986 4.6352 5.4961  0.317
H55 -5.1779 -3.8352 -1.2789  0.464
H56 4.7509 5.0028 -1.6932  0.556
H57 1.7266 5.5695 -3.9609  0.498
H58 -1.2767 4.7052 -3.6134  0.378
H59 -5.6814 -2.3207 -1.9882  0.450
H60 4.7100 3.8041 6.1905  0.411
H61 -3.2953 -3.4957 -3.2060  0.482
C44 -2.7668 -3.3780 -0.5225  -1.992
H62 6.7930 2.1935 3.6433  0.503
C45 -0.8486 1.2170 2.7864  -0.386
H63 2.3351 3.4150 -4.1261  0.633

2.
The following is a quantum chemistry calculation of an isolated molecule of C6H16ClNSi, from the OMol25 dataset.

Summary:
E, eV: -28372.9654
ΔE to the lowest compared entry with this formula, charge and spin, kcal per mole: 36.91
LUMO, eV: 0.8
Charge: 0
F_max, hartree/bohr: 0.0614

Each line ends with the Mulliken charge.
Element x y z (Å)
H1 -2.7972 1.8753 1.3344  0.319
H2 1.9957 0.5237 -1.8793  0.288
N1 0.0809 -1.6725 0.1973  0.279
H3 -0.4666 0.1366 -2.7039  0.282
H4 -0.2479 -1.3420 2.1962  0.126
H5 -0.8398 -2.9312 1.6285  0.291
H6 -1.5643 3.0497 1.8094  0.340
H7 1.5034 2.1006 -1.3854  0.365
H8 0.2345 1.3861 1.3531  0.356
Si1 -0.7331 -0.2120 -0.2074  0.499
C1 -1.7929 2.2456 1.1009  -1.181
H9 -0.9750 0.4529 2.2497  0.262
H10 -0.9960 1.6563 -1.7911  0.217
C2 -0.2361 0.7616 -1.7436  -0.351
H11 1.0572 -2.7150 1.7416  0.296
Cl1 -2.8145 -0.7762 -0.3786  -0.377
C3 1.1929 1.2771 -1.9737  -1.290
C4 -0.8116 1.0134 1.2464  -0.502
C5 0.0700 -2.1916 1.5029  -0.871
H12 1.4668 1.6656 -2.9560  0.412
H13 0.7435 -2.2219 -1.7480  0.260
H14 -1.8278 2.5342 0.0966  0.295
C6 0.7255 -2.5904 -0.6866  -0.989
H15 0.0806 -3.4412 -0.5112  0.405
H16 1.7274 -2.9144 -0.4482  0.267

3.
The following is a quantum chemistry calculation of a structure of composition C28H19N5O6RhS, from the OMol25 dataset.

Summary:
E, eV: -62914.3336
ΔE to the lowest compared entry with this formula, charge and spin, kcal per mole: 50.21
LUMO (spin up / spin down), eV: -5.5 / -5.5
Charge: +1
F_max, hartree/bohr: 0.0157

Each line ends with the Mulliken charge.
Element x y z (Å)
N1 -0.7690 -1.4925 -5.1513  1.043
H1 -4.3838 -0.5706 -0.2102  0.476
C1 -1.4910 -2.2306 1.6344  -0.222
C2 1.7105 -2.6276 0.1791  0.135
H2 -0.6492 -2.6357 2.1832  0.612
H3 2.5415 1.2746 3.1960  0.401
N2 -1.1202 1.6015 0.8417  0.018
C3 1.4814 0.0768 -1.9214  -0.468
H4 2.3764 5.5508 2.9652  0.465
C4 -0.6491 -0.5406 -2.8854  -0.453
C5 2.7217 -4.8194 0.0796  -0.716
H5 1.8285 -3.7949 -1.5927  0.501
C6 -3.2651 1.9638 -0.0586  -0.739
H6 1.2180 -1.7913 -0.3035  0.299
Rh1 0.3353 0.3438 1.3950  0.065
C7 3.0017 -4.7194 1.4088  -0.299
C8 -3.0064 3.3339 -0.0790  -0.385
C9 -0.8895 2.9189 0.9254  -0.018
C10 2.4046 0.5692 -0.8284  0.466
C11 -2.5900 -3.0012 1.3155  -0.940
N3 0.9568 2.0911 2.1629  0.228
H7 3.1864 -0.1776 -3.1787  0.554
C12 -4.0881 4.3200 -0.6281  0.348
C13 2.1141 -0.2920 -3.1086  -0.890
C14 -2.3024 1.1101 0.4282  0.235
C15 -1.8183 3.8217 0.4545  -0.967
H8 -1.6954 4.8976 0.4873  0.651
H9 3.0109 -5.7007 -0.4714  0.441
H10 -0.4311 0.2916 -0.9555  1.905
C16 2.0665 2.1969 2.8955  -0.109
H11 0.3289 5.3249 1.5671  0.474
C17 -2.4460 -0.3446 0.6614  0.784
C18 0.0171 -0.9238 -4.0316  -0.410
C19 -3.6431 -2.4080 0.6339  -0.597
H12 3.5091 -5.4836 1.9786  0.428
C20 0.8355 4.4544 1.9587  -0.456
O1 3.5581 0.8079 -1.0851  -0.615
C21 2.0592 -3.7474 -0.5364  -0.484
C22 0.3403 3.1962 1.6797  0.822
O2 -3.7190 5.4979 -0.5891  -0.694
C23 2.5911 3.4313 3.2251  -0.812
C24 -3.5723 -1.0623 0.3069  -0.538
S1 1.7285 -1.2047 2.5727  -0.338
O3 2.0183 0.7144 0.4374  -0.211
N4 -1.4112 -0.9344 1.3121  0.285
O4 -1.9617 -1.6216 -4.9788  -0.601
N5 2.6386 -3.6119 2.0953  -0.001
C25 2.0156 -2.5400 1.5451  0.269
C26 0.0948 -0.0386 -1.8300  0.011
C27 1.9729 4.5726 2.7418  -0.493
C28 1.3851 -0.7993 -4.1710  -0.645
O5 -5.0869 3.7318 -1.0580  -0.699
H13 2.8623 -3.5551 3.0815  0.269
H14 -2.6161 -4.0422 1.6023  0.446
O6 -0.1617 -1.8110 -6.1492  -0.596
H15 3.4846 3.4830 3.8293  0.435
H16 -4.5186 -2.9840 0.3662  0.485
H17 1.8576 -1.0967 -5.0956  0.546
H18 -1.7251 -0.6257 -2.8392  0.625
H19 -4.2416 1.6522 -0.4106  0.671